C4H13N2O | ωB97M-V/def2-TZVPD

Positions of all 20 atoms, in Å:
N 1.77652 -1.99301 0.81654
C 1.26989 -1.20858 -0.27515
C 0.38880 -0.03987 0.20883
N -0.57657 -0.74800 1.29209
C -0.39696 0.50550 -0.94217
C -0.85113 2.00989 -0.80874
O -2.28338 1.94134 -0.75869
H 2.43897 -1.42437 1.33758
H 2.31625 -2.79028 0.49614
H 1.95362 -0.78598 -1.05678
H 0.67761 -1.75797 -1.01945
H 0.77500 0.67604 0.94892
H -0.16315 -0.70536 2.22059
H -1.27203 -0.00245 1.41198
H -0.91072 -1.64836 0.96506
H 0.00632 0.26588 -1.91306
H -1.40478 0.02466 -0.98377
H -0.47184 2.47567 0.11473
H -0.61435 2.49569 -1.73192
H -2.65808 2.70956 -0.32272

- net charge = +1
- relative energy (zero: lowest compared OMol25 entry of this formula, charge and spin) (kJ/mol) = 240.8
- HOMO-LUMO gap (eV) = 10.791
- spin multiplicity = 1
- SMILES string = NC[C@H]([NH3+])CCO
- E_tot (eV) = -9379.088